Entry 1:
The following is a DFT calculation (wB97M-V/def2-TZVPD) of the molecule C7H7NO3.

Geometry as XYZ:
```
18
Properties=species:S:1:pos:R:3:forces:R:3
C 1.165 2.064 -0.745 0.56 -0.26 0.69
C 0.489 0.791 -0.289 -0.07 0.33 0.10
C -0.606 0.281 -0.982 -0.05 -0.69 0.50
C -1.247 -0.873 -0.498 0.29 0.21 -0.06
C -0.740 -1.477 0.649 -0.25 0.24 -0.46
C 0.345 -0.966 1.343 -0.19 -0.26 0.28
C 0.955 0.175 0.876 0.09 0.23 -0.05
H 1.034 3.260 -2.269 0.04 0.08 -0.02
H 2.242 1.832 -0.884 -0.38 0.17 -0.12
H 1.113 2.823 0.067 -0.09 -0.34 -0.36
H -0.934 0.773 -1.888 -0.07 -0.07 0.14
H -2.119 -1.306 -0.990 0.36 0.18 0.13
H 0.645 -1.462 2.257 0.12 0.05 -0.10
H 1.791 0.607 1.434 -0.26 -0.14 -0.25
N -1.394 -2.698 1.151 -0.08 -0.24 0.20
O 0.551 2.510 -1.919 -0.07 0.21 -0.37
O -2.369 -3.102 0.541 0.30 0.04 0.26
O -0.923 -3.233 2.145 -0.25 0.26 -0.50
```
Forces are in eV/Å.

The structure (SMILES) is O=[N+]([O-])c1ccc(CO)cc1. The calculation puts the energy above the lowest of the compared OMol25 structures with the same formula, charge and spin at 330.8 kJ/mol.

Entry 2:
The following is a DFT calculation (wB97M-V/def2-TZVPD) of the ion C6H9FN with charge +1.

Geometry as XYZ:
```
17
Properties=species:S:1:pos:R:3:forces:R:3
C 1.090 -2.427 2.768 2.16 1.13 -4.56
C 0.078 -1.887 2.055 0.43 0.29 1.17
C 0.325 -1.084 0.843 1.52 -0.51 2.24
C -0.605 -0.277 0.297 0.86 -1.66 0.24
C -0.957 1.570 -1.472 0.74 -3.10 4.58
C -0.378 2.320 -2.597 4.29 -1.92 -0.48
N -0.267 0.489 -0.784 -3.77 6.87 -3.87
F 0.980 0.474 -1.188 1.82 -0.96 -0.27
H 1.104 -2.762 3.728 -0.74 -1.06 2.52
H 2.138 -2.514 2.286 -1.74 0.31 0.69
H -0.848 -1.821 2.609 -0.52 0.03 -0.48
H 1.461 -1.040 0.765 -1.72 0.23 -1.12
H -1.649 -0.349 0.535 -0.28 0.24 -0.03
H -1.958 1.808 -0.944 1.61 -0.63 -1.29
H -1.088 2.828 -3.129 -2.28 0.87 -1.34
H 0.138 1.480 -3.287 -1.03 2.08 1.29
H 0.434 3.192 -2.487 -1.36 -2.23 0.70
```
Forces are in eV/Å.

The structure (SMILES) is C=C/C=C/[N+](F)=C/C. Its total charge is +1. The calculation puts the energy above the lowest of the compared OMol25 structures with the same formula, charge and spin at 0.0 kJ/mol.

Entry 3:
The following is a DFT calculation (wB97M-V/def2-TZVPD) of a cluster of 2 separate species, C3H8NO4P in total.

Geometry as XYZ:
```
17
Properties=species:S:1:pos:R:3:forces:R:3
C 1.527 1.480 -0.046 -2.51 0.03 2.36
C 0.743 -1.950 0.386 1.78 0.47 1.49
C 0.840 0.231 -0.450 -2.72 -0.24 0.33
N -0.920 0.406 0.736 3.41 -2.68 -2.33
O -2.367 -1.424 -0.302 -0.03 0.75 -0.61
O -2.134 0.863 -1.685 0.46 -1.49 1.37
O -3.275 0.891 0.556 -0.77 -0.18 0.56
O 1.558 -0.906 -0.152 0.96 -0.68 1.24
P -2.286 0.116 -0.304 -0.69 0.41 -1.47
H 1.359 2.209 -0.750 -0.30 1.84 -1.86
H 2.535 1.409 0.165 2.40 -0.51 0.24
H 1.021 1.878 0.890 0.79 -0.48 -0.85
H -0.230 -1.770 0.003 -1.53 -0.40 0.54
H 0.944 -1.933 1.508 -1.19 0.10 -1.09
H 1.131 -2.911 0.092 0.32 -0.49 -0.69
H 0.613 0.051 -1.528 -0.91 1.25 0.76
H -1.059 1.363 0.883 0.53 2.31 0.01
```
Forces are in eV/Å.

Its total charge is -2. The calculation puts the energy above the lowest of the compared OMol25 structures with the same formula, charge and spin at 259.0 kJ/mol.

Entry 4:
The following is a DFT calculation (wB97M-V/def2-TZVPD) of the molecule C6H11NO.

Geometry as XYZ:
```
19
Properties=species:S:1:pos:R:3:forces:R:3
C -1.619 -1.127 -0.379 0.13 -0.07 -0.43
C -1.468 0.987 0.908 0.22 0.39 0.00
C -0.632 -0.104 0.215 -1.83 0.08 0.39
O 0.076 0.470 -0.910 0.31 -0.65 0.52
H -2.324 -0.640 -1.064 0.16 0.07 0.21
H -1.095 -1.887 -0.968 0.08 0.11 0.18
H -2.089 0.567 1.707 0.23 -0.06 -0.21
H -2.120 1.499 0.190 0.13 -0.23 0.02
H -0.835 1.756 1.363 0.01 -0.17 0.01
H -2.191 -1.638 0.403 0.22 0.23 -0.05
C 1.191 1.192 -0.582 0.58 -0.18 -0.38
C 1.058 -1.589 0.822 -0.53 0.60 0.46
C 2.303 1.154 -1.320 -0.47 0.01 0.30
N 0.160 -0.783 1.264 1.44 -0.76 -1.35
H 1.106 1.790 0.314 0.07 0.07 0.15
H 1.241 -1.784 -0.249 -0.08 0.23 0.35
H 1.702 -2.132 1.531 -0.41 0.26 -0.19
H 3.175 1.732 -1.034 -0.22 0.05 -0.05
H 2.362 0.538 -2.210 -0.03 0.01 0.08
```
Forces are in eV/Å.

The structure (SMILES) is C=COC(C)(C)N=C. The calculation puts the energy above the lowest of the compared OMol25 structures with the same formula, charge and spin at 206.5 kJ/mol.

Entry 5:
The following is a DFT calculation (wB97M-V/def2-TZVPD) of a cluster of 2 separate species, C3H6Cl3N2 in total.

Geometry as XYZ:
```
14
Properties=species:S:1:pos:R:3:forces:R:3
C 1.101 -1.110 -0.291 0.12 -0.49 -0.28
C 0.285 1.025 -0.859 0.71 2.03 3.11
C -3.207 -0.690 -0.009 1.06 -0.14 -0.24
N -0.083 -1.612 -0.060 -2.31 2.08 -0.06
N 1.328 0.084 -0.777 3.32 -1.71 -0.33
Cl 2.403 -2.129 0.042 0.64 -0.16 -0.06
Cl -4.025 0.700 0.356 -0.36 0.61 0.20
Cl -4.222 -1.956 -0.374 -0.28 -0.41 -0.07
H 0.807 2.004 -1.057 -1.40 -0.86 -0.09
H -0.136 1.005 0.218 0.17 0.77 -1.66
H -0.454 0.668 -1.503 -1.24 0.21 -1.48
H -0.082 -2.519 0.412 -0.59 0.56 -0.26
H -1.018 -0.949 -0.191 1.98 -2.48 0.69
H 2.330 0.265 -1.060 -1.82 -0.01 0.52
```
Forces are in eV/Å.

Its total charge is +1. The calculation puts the energy above the lowest of the compared OMol25 structures with the same formula, charge and spin at 212.8 kJ/mol.

Entry 6:
The following is a DFT calculation (wB97M-V/def2-TZVPD) of a structure of composition C4H4I4N4.

Geometry as XYZ:
```
16
Properties=species:S:1:pos:R:3:forces:R:3
C 0.505 -0.505 -0.878 -0.46 -2.92 -2.29
C 0.309 0.351 0.235 0.83 2.62 -0.02
C 0.367 2.232 1.395 0.53 -0.26 -2.10
C -0.328 -1.708 -1.054 -1.92 -1.16 2.80
N 0.010 1.293 2.158 -0.62 -0.13 3.79
N 0.608 1.680 0.125 -0.91 -0.50 1.40
N -1.388 -1.987 -0.217 -0.30 -2.01 -2.39
N -0.009 0.154 1.521 0.11 -2.28 -0.18
I 2.494 -0.932 -1.413 0.55 0.16 0.20
I 0.674 4.144 1.842 -0.04 1.16 0.75
I -0.647 -0.199 -2.851 0.04 0.88 0.17
I 1.249 2.880 -1.334 0.34 0.01 -1.31
H 0.054 -2.571 -1.610 -0.11 0.49 0.06
H -2.121 -2.759 -0.496 2.25 1.83 0.66
H -1.778 -1.343 0.444 -0.01 0.57 0.02
H 0.002 -0.729 2.134 -0.28 1.56 -1.56
```
Forces are in eV/Å.

Its total charge is +2. The calculation puts the energy above the lowest of the compared OMol25 structures with the same formula, charge and spin at 33.7 kJ/mol.